The following is a DFT calculation (the ωB97M-V functional and the def2-TZVPD basis) of a single C9H13N3S molecule in a non-equilibrium geometry.

Computed properties:
Energy above the lowest of the compared OMol25 structures with the same formula, charge and spin   1.049 eV
Spin multiplicity   1
SMILES   Cc1csc(NN=C2CCCC2)n1
Largest force on an atom   1.165 eV Å⁻¹
HOMO-LUMO gap   8.248 eV
Net charge   0

Each line ends with the natural charge from an NBO analysis.
Cartesian coordinates (Å):
C (-1.78496, 2.07420, 4.13495)  -0.633
C (-1.47939, 2.27254, 2.68804)  0.157
C (-1.74443, 3.43220, 1.99720)  -0.487
S (-1.46298, 3.16952, 0.30695)  0.311
C (-0.90921, 1.53155, 0.71974)  0.272
N (-0.47534, 0.70595, -0.29259)  -0.451
N (0.08033, -0.48601, 0.03709)  -0.211
C (0.57475, -1.15216, -0.93334)  0.239
C (0.62735, -0.74833, -2.39487)  -0.502
C (1.26729, -1.97384, -3.08867)  -0.401
C (2.09791, -2.65764, -2.00635)  -0.399
C (1.26324, -2.46479, -0.71032)  -0.447
N (-0.98435, 1.20313, 1.97119)  -0.482
H (-2.18943, 2.98770, 4.57704)  0.214
H (-0.84914, 1.81320, 4.69347)  0.224
H (-2.47181, 1.23290, 4.24968)  0.228
H (-2.23209, 4.34923, 2.36649)  0.244
H (-0.23299, 1.11623, -1.17508)  0.375
H (-0.40204, -0.49884, -2.72746)  0.230
H (1.24802, 0.16726, -2.50106)  0.220
H (0.50460, -2.68422, -3.43371)  0.207
H (1.84507, -1.70132, -4.00726)  0.217
H (2.27400, -3.72234, -2.18692)  0.215
H (3.08863, -2.20129, -1.88178)  0.202
H (1.85764, -2.50932, 0.22592)  0.238
H (0.48934, -3.25552, -0.62835)  0.219

---

The following is a DFT calculation (the ωB97M-V functional and the def2-TZVPD basis) of 8 unconnected molecules or ions with the total composition C36H73NO12S in a non-equilibrium geometry.

Computed properties:
Spin multiplicity   1
SMILES   CNCC(=O)OCCCCCS(=O)(=O)O.C1CCOC1.C1CCOC1.C1CCOC1.C1CCOC1.C1CCOC1.C1CCOC1.C1CCOC1
Largest force on an atom   2.432 eV Å⁻¹
HOMO-LUMO gap   9.298 eV
Net charge   0

Each line ends with the Mulliken charge.
Cartesian coordinates (Å):
C (0.91820, 4.64411, -0.26382)  -0.822
N (0.30259, 4.94476, 1.03432)  -0.169
C (-1.01437, 4.35673, 1.18702)  -0.847
C (-0.99982, 2.88558, 1.55919)  0.433
O (-2.03655, 2.22816, 1.57721)  -0.667
O (0.20062, 2.31978, 1.85598)  0.007
C (0.63022, 2.51245, 3.20902)  -0.982
C (2.04811, 3.01786, 3.23735)  -0.399
C (2.99837, 2.27180, 2.30007)  -0.365
C (2.83154, 0.75911, 2.25310)  -0.580
C (3.42916, 0.15958, 0.98336)  -1.058
S (2.27539, 0.19586, -0.36648)  1.320
O (2.43588, 1.41149, -1.09856)  -0.691
O (0.94554, -0.10375, 0.05258)  -0.533
O (2.74162, -0.96923, -1.37642)  -0.328
H (1.14615, 5.55292, -0.80710)  0.390
H (0.27737, 4.02891, -0.88267)  0.266
H (1.84831, 4.11325, -0.12961)  0.136
H (0.22677, 5.93999, 1.15343)  0.272
H (-1.52063, 4.85476, 2.00749)  0.409
H (-1.64017, 4.49331, 0.30973)  0.407
H (-0.06057, 3.16028, 3.73727)  0.471
H (0.58982, 1.55144, 3.71151)  0.397
H (2.42203, 3.03595, 4.25421)  0.083
H (2.03076, 4.05172, 2.91738)  0.334
H (2.94788, 2.72512, 1.32097)  0.095
H (3.99654, 2.46860, 2.67398)  0.497
H (3.35641, 0.30745, 3.08509)  0.341
H (1.79978, 0.43631, 2.31236)  0.365
H (4.32229, 0.67821, 0.67202)  0.383
H (3.70709, -0.87490, 1.15326)  0.626
H (2.88050, -1.78868, -0.88638)  0.211
C (-2.79064, -1.99310, -0.20683)  -0.539
C (-3.05179, -0.90320, 0.82941)  -0.121
C (-4.56407, -0.76750, 0.75613)  -0.065
O (-5.07434, -2.06113, 0.40568)  -0.479
C (-3.99690, -2.90148, -0.01125)  0.081
H (-1.84256, -2.51103, -0.06800)  0.315
H (-2.79997, -1.56462, -1.21163)  0.275
H (-2.75202, -1.24965, 1.82184)  0.180
H (-2.53290, 0.02906, 0.62887)  0.078
H (-4.85942, -0.05649, -0.02335)  -0.142
H (-5.00811, -0.45014, 1.69976)  0.341
H (-3.81111, -3.64187, 0.77457)  -0.272
H (-4.28591, -3.43062, -0.92095)  0.351
C (7.52346, 4.66712, 5.32421)  -0.593
C (6.48304, 4.33775, 6.39142)  -0.593
C (5.19179, 4.38249, 5.58601)  -0.382
O (5.53085, 3.97413, 4.25810)  -0.269
C (6.95277, 3.95186, 4.10748)  -0.496
H (8.52972, 4.33536, 5.57409)  0.333
H (7.55295, 5.74470, 5.14919)  0.262
H (6.65083, 3.33096, 6.78025)  0.281
H (6.47979, 5.03028, 7.23127)  0.359
H (4.78313, 5.39780, 5.54466)  0.265
H (4.42279, 3.71647, 5.97917)  0.238
H (7.28350, 2.90807, 4.06922)  0.306
H (7.21922, 4.43350, 3.16649)  0.295
C (-7.14849, 0.70150, -2.05630)  -0.306
C (-7.32423, 0.80039, -3.56973)  -0.564
C (-7.76977, 2.24545, -3.73404)  -0.084
O (-7.14900, 2.98316, -2.67501)  -0.456
C (-6.59112, 2.07737, -1.71905)  -0.387
H (-6.49263, -0.10892, -1.74129)  0.171
H (-8.11899, 0.55977, -1.57536)  0.246
H (-6.36640, 0.64337, -4.07084)  0.274
H (-8.04032, 0.08949, -3.97758)  0.361
H (-8.85730, 2.33957, -3.63108)  0.225
H (-7.47353, 2.66936, -4.69255)  -0.055
H (-5.49946, 2.09705, -1.81570)  0.252
H (-6.85377, 2.40917, -0.71393)  0.301
C (-2.43567, -5.28834, 2.65210)  -0.408
C (-1.91239, -6.36102, 3.60381)  -0.610
C (-1.76591, -5.57610, 4.90065)  -0.446
O (-2.77631, -4.56772, 4.87710)  -0.434
C (-3.34747, -4.48232, 3.56832)  -0.215
H (-2.95677, -5.68718, 1.78358)  0.399
H (-1.61067, -4.66442, 2.29888)  0.170
H (-2.65660, -7.15154, 3.72277)  0.284
H (-0.97869, -6.81890, 3.28045)  0.308
H (-0.78642, -5.08830, 4.96072)  0.260
H (-1.89872, -6.19421, 5.78925)  0.291
H (-4.35593, -4.90831, 3.59856)  0.241
H (-3.42536, -3.43408, 3.27863)  0.166
C (8.01826, -2.21583, -1.18659)  -0.569
C (7.05637, -1.64200, -2.22471)  -0.620
C (5.82292, -1.35621, -1.38053)  0.263
O (6.30244, -1.03995, -0.06540)  -0.327
C (7.68834, -1.37464, 0.03853)  -0.546
H (9.06640, -2.14839, -1.47332)  0.356
H (7.78262, -3.26572, -0.99780)  0.232
H (7.45705, -0.71189, -2.63335)  0.277
H (6.85111, -2.31710, -3.05357)  0.378
H (5.17860, -2.23918, -1.30630)  -0.269
H (5.23050, -0.52604, -1.75911)  0.267
H (8.27123, -0.44723, 0.05154)  0.302
H (7.85923, -1.90337, 0.97697)  0.269
C (3.05374, -6.61629, 0.36361)  -0.390
C (2.94936, -6.58905, -1.15863)  -0.635
C (2.71673, -5.10970, -1.42646)  -0.418
O (3.39880, -4.39905, -0.38318)  -0.325
C (3.78909, -5.31488, 0.64709)  -0.527
H (3.57771, -7.48738, 0.75252)  0.335
H (2.05661, -6.59070, 0.80825)  0.140
H (3.89340, -6.90961, -1.60458)  0.274
H (2.15482, -7.21744, -1.55622)  0.343
H (1.65245, -4.85809, -1.37959)  0.304
H (3.10676, -4.78606, -2.39180)  0.288
H (4.87445, -5.45143, 0.59697)  0.302
H (3.53833, -4.88742, 1.61795)  0.281
C (-6.49019, 2.81762, -9.24307)  -0.539
C (-7.33884, 3.92839, -8.63007)  -0.611
C (-8.19682, 3.15056, -7.64192)  -0.304
O (-7.40470, 2.04261, -7.20554)  -0.369
C (-6.25078, 1.91540, -8.04045)  -0.425
H (-5.56493, 3.17019, -9.69559)  0.329
H (-7.06256, 2.28577, -10.00631)  0.255
H (-6.70054, 4.63752, -8.09862)  0.274
H (-7.93070, 4.48207, -9.35691)  0.346
H (-9.10348, 2.76398, -8.11969)  0.266
H (-8.48935, 3.74378, -6.77462)  0.265
H (-5.37167, 2.23729, -7.47170)  0.273
H (-6.12172, 0.86763, -8.31285)  0.262

---

The following is a DFT calculation (the ωB97M-V functional and the def2-TZVPD basis) of a molecular structure, C4BN2O14Tl in a non-equilibrium geometry.

Computed properties:
Energy above the lowest of the compared OMol25 structures with the same formula, charge and spin   0.030 eV
Spin multiplicity   1
Largest force on an atom   6.780 eV Å⁻¹
HOMO-LUMO gap   1.641 eV
Net charge   0

Each line ends with the natural charge from an NBO analysis.
Cartesian coordinates (Å):
Tl (-1.08814, 3.55472, 2.78065)  0.996
N (-2.08194, -1.79755, 1.80836)  0.691
O (-1.14337, -0.99409, 2.03721)  -0.293
O (-3.02052, -1.71570, 2.63044)  -0.244
O (-1.99334, -2.70128, 1.01231)  -0.237
N (-3.31073, 0.31357, 7.24544)  0.712
O (-2.69414, -0.00610, 8.19744)  -0.274
O (-2.86308, 1.05146, 6.38544)  -0.330
O (-4.37592, -0.22733, 6.99062)  -0.262
O (2.36300, 3.54418, -3.50198)  -0.508
C (2.20388, 2.40768, -3.15905)  0.668
O (2.25500, 1.36081, -3.94003)  -0.619
B (1.88148, 0.22381, -3.12791)  1.152
O (1.93375, 0.71732, -1.70313)  -0.588
C (2.09975, 1.91303, -1.65618)  0.709
O (2.13390, 2.68803, -0.70616)  -0.594
O (2.74935, -0.94029, -3.36449)  -0.647
C (1.99056, -2.03222, -3.58211)  0.674
O (2.40917, -3.18224, -3.61451)  -0.507
C (0.51340, -1.59025, -3.57421)  0.673
O (0.50724, -0.20035, -3.52252)  -0.661
O (-0.46931, -2.38722, -3.63554)  -0.512

---

The following is a DFT calculation (the ωB97M-V functional and the def2-TZVPD basis) of 2 unconnected molecules or ions with the total composition C5H13NO in a non-equilibrium geometry.

Computed properties:
Energy above the lowest of the compared OMol25 structures with the same formula, charge and spin   2.053 eV
Spin multiplicity   1
SMILES   C=CCCCN.O
Largest force on an atom   1.436 eV Å⁻¹
HOMO-LUMO gap   10.175 eV
Net charge   0

Each line ends with the natural charge from an NBO analysis.
Cartesian coordinates (Å):
C (1.31288, 0.34778, -2.19503)  -0.420
C (0.96137, 1.49352, -1.60257)  -0.160
C (0.20018, 1.65380, -0.29550)  -0.446
C (-1.19705, 1.01715, -0.28534)  -0.420
C (-1.23000, -0.51442, -0.03150)  -0.221
N (-0.08905, -1.05694, 0.71398)  -0.856
H (2.23341, 0.18788, -2.73841)  0.205
H (0.68119, -0.53575, -2.13172)  0.176
H (1.41742, 2.38843, -2.01638)  0.194
H (0.15639, 2.73123, -0.12193)  0.217
H (0.87520, 1.21431, 0.43656)  0.214
H (-1.77234, 1.46489, 0.53477)  0.202
H (-1.66495, 1.30723, -1.22063)  0.215
H (-2.10356, -0.83758, 0.52689)  0.195
H (-1.23933, -0.95931, -1.02137)  0.189
H (0.19405, -0.37694, 1.40401)  0.351
H (0.68617, -1.30584, 0.11961)  0.371
O (0.40283, -3.10152, 3.32785)  -0.945
H (0.12976, -2.57215, 2.56332)  0.482
H (0.04545, -2.54577, 4.03339)  0.457